No. 1
Here is a gas-phase ion, C6H12P (charge +1) at a distorted geometry from the Open Molecules 2025 dataset. Energies are from ωB97M-V/def2-TZVPD.

The geometry in ORCA input format:
```
! wB97M-V def2-TZVPD RIJCOSX def2/J DEFGRID3
* xyz 1 1
C 1.93382 -1.11267 -0.47810
C 1.25898 -0.02508 -0.64667
C 3.00549 -1.81347 -0.27140
C -1.08148 1.72616 -0.35481
C -1.30535 -1.18326 -0.70897
C -0.60263 -0.28883 1.83439
P -0.38093 0.15142 0.05676
H 1.79212 0.94163 -0.74977
H 3.44371 -1.22928 0.56772
H 3.21237 -2.80519 -0.67925
H -1.71628 1.70300 -1.26928
H -0.21173 2.42874 -0.57829
H -1.66304 2.23679 0.46565
H -0.77015 -2.07649 -0.45051
H -1.35911 -1.08627 -1.75222
H -2.31605 -1.17124 -0.22107
H 0.09315 -0.97356 2.36881
H -1.56965 -0.63193 1.84757
H -0.70505 0.64999 2.40256
*
```

Values from the calculation:
Gap between HOMO and LUMO ... 10.028 eV
Highest occupied orbital energy ... -0.507 Eh
M ... 115.136 g/mol


No. 2
Here is 2 unconnected molecules or ions with the total composition C6H12S at a distorted geometry from the Open Molecules 2025 dataset. Energies are from ωB97M-V/def2-TZVPD.

The geometry in ORCA input format:
```
! wB97M-V def2-TZVPD RIJCOSX def2/J DEFGRID3
* xyz 0 1
C 0.30714 -0.44657 0.11168
C -0.51408 0.32577 -0.59189
C 0.60476 -0.16688 1.59223
C 0.97081 -1.62252 -0.58873
C -1.07873 -0.00102 -1.91412
C -1.50892 2.82466 0.63794
S -0.11585 3.53271 1.30421
H -0.02364 -0.89090 2.17760
H 0.76545 0.90514 1.86682
H 1.63759 -0.64594 1.79734
H 1.31163 -2.48934 0.05996
H 2.01127 -1.35807 -0.94759
H 0.32351 -1.86658 -1.43934
H -0.71492 0.48980 -2.81445
H -0.87112 -1.01140 -2.17544
H -2.09061 0.11229 -1.89104
H -1.07421 1.17489 -0.11155
H -2.01661 2.31455 1.37712
H 0.18135 4.20677 0.12244
*
```

Values from the calculation:
Gap between HOMO and LUMO ... 8.515 eV
Highest occupied orbital energy ... -0.320 Eh
M ... 116.229 g/mol


No. 3
Here is a single C6H12S2 molecule at a distorted geometry from the Open Molecules 2025 dataset. Energies are from ωB97M-V/def2-TZVPD.

The geometry in ORCA input format:
```
! wB97M-V def2-TZVPD RIJCOSX def2/J DEFGRID3
* xyz 0 1
C 0.72930 -1.94256 0.57544
C 0.75481 -0.86956 -0.58318
C 0.72453 0.58826 -0.11836
C 0.67389 0.96666 1.33450
C -0.52708 0.05759 -0.70817
C -1.86392 -0.10724 0.00066
H -0.01517 -1.59347 1.39064
H 1.72926 -1.97477 1.00284
H 0.34281 -2.94293 0.23247
H 1.07627 -1.36914 -1.50376
H 1.66649 0.97725 1.86622
H 0.09188 1.97414 1.31431
H 0.10774 0.28589 2.13346
H 1.12503 1.93866 -2.07437
H -2.38725 -1.07325 -0.08398
H -1.65051 0.13013 1.16663
H -2.23639 0.99261 -0.23079
H -1.03669 1.66307 -2.47030
S 1.62136 2.02267 -0.77930
S -0.92637 0.27599 -2.46496
*
```

Values from the calculation:
Gap between HOMO and LUMO ... 9.520 eV
SMILES ... C[C@H]1[C@](C)(S)[C@]1(C)S
Highest occupied orbital energy ... -0.326 Eh
M ... 148.296 g/mol


No. 4
Here is a gas-phase ion, C6H12S2 (charge +2) at a distorted geometry from the Open Molecules 2025 dataset. Energies are from ωB97M-V/def2-TZVPD.

The geometry in ORCA input format:
```
! wB97M-V def2-TZVPD RIJCOSX def2/J DEFGRID3
* xyz 2 1
S -0.12881 1.89372 0.66165
S 1.20771 -0.80787 0.43248
C 1.10607 1.56219 1.98617
C -1.33133 0.44777 0.67650
C 1.62236 0.10490 1.99098
C -0.66054 -0.93115 0.43910
C 0.74845 1.66196 -0.96178
C 1.64838 0.37119 -0.95919
H 0.68895 1.78964 2.98195
H 1.93859 2.29222 1.90424
H -1.82807 0.46814 1.66341
H -2.10315 0.59161 -0.09538
H 1.21866 -0.48030 2.85017
H 2.71392 0.04312 2.17042
H -0.92655 -1.67040 1.19466
H -1.00485 -1.34683 -0.52429
H 1.40955 2.53183 -1.15805
H 0.01489 1.57172 -1.78311
H 1.54526 -0.13838 -1.93334
H 2.70407 0.62847 -0.95305
*
```

Values from the calculation:
Gap between HOMO and LUMO ... 12.088 eV
Highest occupied orbital energy ... -0.731 Eh
M ... 148.296 g/mol


No. 5
Here is a molecular structure, C6H13BI2NO3 from the Open Molecules 2025 dataset. Energies are from ωB97M-V/def2-TZVPD.

The geometry in ORCA input format:
```
! wB97M-V def2-TZVPD RIJCOSX def2/J DEFGRID3
* xyz -1 1
C -0.71313 -2.03575 -1.53965
C -0.33476 -0.97365 -0.54063
I -1.88388 -0.77001 0.92385
C 0.77427 -0.24157 -0.58974
I 1.11148 1.27563 0.84821
B 1.96483 -0.37135 -1.71654
C 1.58775 0.52256 -3.04687
C 1.47583 2.02823 -2.88045
O 2.69000 2.56835 -2.33650
H -1.10572 -2.92527 -1.03903
H 0.16529 -2.30125 -2.13246
H -1.50191 -1.66588 -2.20601
H 2.03826 -1.54536 -2.06882
H 3.02709 -0.03617 -1.22532
H 0.60615 0.18810 -3.42179
H 2.31997 0.31065 -3.84097
H 1.27884 2.51961 -3.84874
H 0.63036 2.26575 -2.21532
H 2.63227 3.52652 -2.39623
C -2.02617 0.15819 5.26978
N -2.86339 -0.96595 4.76946
O -2.83434 -2.01804 5.37430
O -3.49952 -0.74573 3.76526
H -1.50522 -0.17316 6.15956
H -1.34169 0.41409 4.46447
H -2.69268 0.99149 5.47017
*
```

Values from the calculation:
Gap between HOMO and LUMO ... 7.152 eV
Highest occupied orbital energy ... -0.173 Eh
M ... 411.794 g/mol


No. 6
Here is a molecular structure, C6H13BiO3 at a distorted geometry from the Open Molecules 2025 dataset. Energies are from ωB97M-V/def2-TZVPD.

The geometry in ORCA input format:
```
! wB97M-V def2-TZVPD RIJCOSX def2/J DEFGRID3
* xyz 2 1
H -0.24351 -2.51803 -0.93468
C -0.40503 -2.13541 0.08192
H 2.15621 -2.38120 -0.21805
H -0.35192 -2.97266 0.79345
H -1.37653 -1.63261 0.12215
C 1.90413 -1.70176 0.60951
H 1.89193 -2.27282 1.55235
O 0.58733 -1.16714 0.39155
C 2.86238 -0.51744 0.67761
H 3.83604 -0.90716 1.02890
H 3.01522 -0.14509 -0.35571
O 2.37513 0.49584 1.49887
C -1.43762 1.91537 1.27748
H -0.99667 2.90473 1.43873
O -1.49695 2.29629 -1.02641
C -1.80753 1.55738 0.00987
C -1.64233 1.72445 -2.33078
H -1.69841 0.63110 -2.25387
H -0.74313 2.00363 -2.88726
H -2.42186 0.66788 -0.17947
H -2.53834 2.12581 -2.82014
Bi 0.47985 0.61574 1.42030
H -1.94839 1.41310 2.10368
*
```

Values from the calculation:
Gap between HOMO and LUMO (spin up / spin down) ... 6.836 / 6.835 eV
Highest occupied orbital energy (spin up / spin down) ... -0.625 / -0.625 Eh
M ... 342.147 g/mol


no.,calculated total energy (a.u.)
1,-576.840027
2,-633.816248
3,-1032.079500
4,-1031.490740
5,-1137.055608
6,-675.923786